Formula: C12H14OSTeTi
Source: OMol25
Level of theory: ωB97M-V with the def2-TZVPD basis set

ORCA input file:
```
! wB97M-V def2-TZVPD RIJCOSX def2/J DEFGRID3
* xyz 1 2
Ti -0.832 -0.240 -0.416
C 1.066 1.409 2.115
C 0.276 0.221 1.965
C -1.098 0.104 2.262
C -1.770 -1.049 1.852
C -1.129 -2.156 1.247
C 0.222 -2.118 1.074
C 0.906 -0.901 1.313
H 2.077 1.270 1.697
H 1.153 1.721 3.159
H 0.596 2.340 1.651
H -1.589 1.005 2.730
H -2.812 -1.015 1.845
H -1.700 -3.067 0.994
H 0.713 -2.845 0.601
H 1.943 -0.786 0.949
C -1.804 2.740 -0.424
O -1.103 1.471 -0.377
H -0.958 3.417 -0.804
H -2.253 2.995 0.501
H -2.549 2.763 -1.253
Te -2.124 -1.510 -2.555
C -0.041 -1.257 -2.592
C 0.684 0.027 -2.498
C 2.048 -0.166 -2.455
C 2.484 -1.481 -2.402
S 1.141 -2.532 -2.381
H 0.239 0.931 -2.926
H 2.738 0.614 -2.510
H 3.480 -1.906 -2.364
*
```

The value obtained for the HOMO-LUMO gap (spin up / spin down) is 0.264 / 0.255 Eh. For the HOMO energy (spin up / spin down), the calculation gives -11.02 / -11.04 eV.

Here are the Mulliken charges for atoms 1 to 8, given in e: 0.79, -1.48, 1.30, 0.04, -0.64, -0.56, -0.56, -0.87

=====

Formula: C12H15BN2O9Pb3
Source: OMol25
Level of theory: ωB97M-V with the def2-TZVPD basis set

ORCA input file:
```
! wB97M-V def2-TZVPD RIJCOSX def2/J DEFGRID3
* xyz 4 1
Pb -3.539 -1.067 -0.911
Pb 0.095 -3.153 0.416
Pb -2.347 -0.868 2.700
O 4.730 -3.864 1.780
C 4.014 -3.190 2.404
O 3.300 -2.144 1.997
B 2.495 -1.602 3.091
O 2.563 -2.611 4.138
C 3.566 -3.468 3.904
O 3.938 -4.335 4.591
O 1.061 -1.368 2.682
C 0.834 -0.092 2.659
O -0.278 0.315 2.333
C 2.067 0.664 3.245
O 2.923 -0.290 3.579
O 2.181 1.822 3.396
O -1.371 -1.195 0.409
H -0.918 -0.527 -0.133
C 1.615 -2.559 -4.953
C 1.411 -1.025 -4.928
C 1.008 -0.506 -3.553
C -0.311 -0.940 -3.074
N -1.363 -1.269 -2.711
H 1.934 -2.959 -5.910
H 0.691 -3.060 -4.653
H 2.409 -2.780 -4.229
H 0.669 -0.948 -5.726
H 2.316 -0.519 -5.252
H 0.853 0.580 -3.561
H 1.711 -0.867 -2.797
C -1.937 4.273 0.643
C -3.407 4.254 0.247
C -4.256 3.389 1.215
C -3.805 1.999 1.180
N -3.405 0.901 1.112
H -1.455 4.754 -0.216
H -1.410 3.313 0.625
H -1.720 4.888 1.511
H -3.528 3.832 -0.754
H -3.866 5.241 0.232
H -5.328 3.333 0.991
H -4.137 3.645 2.279
*
```

The value obtained for the HOMO-LUMO gap is 0.105 Eh. For the HOMO energy, the calculation gives -19.09 eV.

Here are the Mulliken charges for atoms 1 to 8, given in e: 1.51, 1.39, 1.38, -0.36, 0.49, -0.49, 1.02, -0.40

=====

Formula: C12H15Cl3NO2Pt
Source: OMol25
Level of theory: ωB97M-V with the def2-TZVPD basis set

ORCA input file:
```
! wB97M-V def2-TZVPD RIJCOSX def2/J DEFGRID3
* xyz 1 1
Pt -0.375 1.196 -0.356
Cl -0.612 3.534 -0.991
C -0.093 3.664 -2.733
Cl 0.506 2.153 -3.369
H 0.694 4.408 -2.742
H -0.971 3.982 -3.282
C -2.355 -1.363 -0.282
C -2.954 -0.041 -0.747
C -3.803 0.634 0.390
C -3.842 -0.202 -1.993
N -2.047 1.000 -1.010
H -3.158 -2.074 -0.093
H -1.779 -1.250 0.635
H -1.705 -1.780 -1.052
H -4.588 -0.085 0.621
H -4.248 1.566 0.053
H -3.200 0.804 1.280
H -4.638 -0.910 -1.762
H -3.259 -0.597 -2.823
H -4.281 0.751 -2.281
Cl 6.088 -2.860 3.060
C 4.763 -2.011 2.361
C 4.794 -0.622 2.319
C 3.731 0.055 1.757
C 2.647 -0.659 1.245
C 2.627 -2.053 1.293
C 3.689 -2.733 1.852
C 1.535 0.067 0.667
O 0.497 -0.548 0.194
O 1.485 1.337 0.562
H 5.644 -0.091 2.723
H 3.731 1.136 1.711
H 1.781 -2.595 0.893
H 3.698 -3.812 1.899
*
```

The value obtained for the HOMO-LUMO gap is 0.240 Eh. For the HOMO energy, the calculation gives -12.17 eV.

Here are the Mulliken charges for atoms 1 to 8, given in e: 0.47, -0.08, -0.22, -0.07, 0.33, 0.30, -1.67, 1.48

=====

Formula: C12H15Cl6N2O3P
Source: OMol25
Level of theory: ωB97M-V with the def2-TZVPD basis set

ORCA input file:
```
! wB97M-V def2-TZVPD RIJCOSX def2/J DEFGRID3
* xyz 0 1
O 2.273 1.373 0.203
Cl 2.713 -0.987 -5.422
Cl 2.481 1.555 -3.434
Cl -1.595 -1.192 -0.982
Cl -0.250 -4.624 -4.546
Cl -2.491 -3.456 -3.171
Cl -0.419 -4.451 -1.758
N 0.816 -1.996 -4.194
O 0.018 1.528 1.575
O 0.973 -0.876 0.806
C 1.707 -0.998 -4.120
C -0.134 -2.147 -3.265
C 1.521 0.019 -3.164
C -0.340 -1.167 -2.258
C 0.526 -0.038 -2.245
N 0.368 0.879 -1.264
C -0.726 -3.561 -3.255
C -2.037 3.422 0.901
C -1.113 -1.625 2.979
C 0.399 2.889 1.549
C 1.258 -1.126 2.216
C -0.770 3.677 1.885
C 0.250 -2.183 2.665
P 0.945 0.730 0.349
H 0.804 1.770 -1.504
H -2.020 4.052 0.023
H -3.017 3.439 1.325
H -2.083 2.423 0.496
H -1.873 -2.321 3.019
H -1.481 -0.802 2.280
H -1.123 -1.191 3.941
H 0.769 3.355 0.607
H 1.109 2.934 2.378
H 2.279 -1.469 2.346
H 1.139 -0.246 2.811
H -1.004 3.390 2.884
H -0.499 4.754 1.913
H 0.515 -2.762 3.550
H 0.111 -2.973 1.881
*
```

The value obtained for the HOMO-LUMO gap is 0.344 Eh. For the HOMO energy, the calculation gives -9.59 eV.

Here are the Mulliken charges for atoms 1 to 8, given in e: -0.78, -0.15, -0.20, -0.12, -0.10, -0.14, -0.12, -0.53

=====

Formula: C12H15ClCuN3
Source: OMol25
Level of theory: ωB97M-V with the def2-TZVPD basis set

ORCA input file:
```
! wB97M-V def2-TZVPD RIJCOSX def2/J DEFGRID3
* xyz 1 2
Cu 3.074 3.279 2.484
Cl 2.147 0.941 2.148
N 0.203 -3.233 -1.237
C 1.361 -2.741 -0.699
C 1.182 -1.406 -0.471
C -0.116 -1.017 -0.943
C -0.771 -2.249 -1.360
H 0.107 -4.208 -1.480
H 2.240 -3.369 -0.661
H 1.986 -0.759 -0.153
H -0.655 -0.089 -1.069
H -1.739 -2.356 -1.828
N -1.863 0.064 3.492
C -1.562 -0.168 2.141
C -2.535 -1.059 1.677
C -3.216 -1.551 2.796
C -2.782 -0.868 3.909
H -1.352 0.676 4.112
H -0.760 0.407 1.703
H -2.694 -1.323 0.642
H -3.984 -2.308 2.850
H -3.093 -0.911 4.943
N 1.219 2.363 -1.140
C 2.445 2.112 -1.746
C 2.402 2.411 -3.109
C 1.050 2.707 -3.359
C 0.346 2.734 -2.173
H 0.896 2.173 -0.202
H 3.290 1.787 -1.157
H 3.243 2.334 -3.782
H 0.628 2.698 -4.353
H -0.698 2.927 -1.975
*
```

The value obtained for the HOMO-LUMO gap (spin up / spin down) is 0.220 / 0.118 Eh. For the HOMO energy (spin up / spin down), the calculation gives -10.38 / -10.37 eV.

Here are the Mulliken charges for atoms 1 to 8, given in e: 0.65, -0.59, 0.02, -0.60, -0.18, 0.02, -0.66, 0.22

=====

Formula: C12H15ClN3
Source: OMol25
Level of theory: ωB97M-V with the def2-TZVPD basis set

ORCA input file:
```
! wB97M-V def2-TZVPD RIJCOSX def2/J DEFGRID3
* xyz -1 1
Cl 0.679 0.614 -2.458
N -0.477 1.817 0.306
C 0.607 2.477 0.821
C 0.125 3.499 1.612
C -1.278 3.539 1.439
C -1.616 2.473 0.644
H -0.392 0.966 -0.236
H 1.609 2.107 0.686
H 0.750 4.187 2.160
H -1.930 4.307 1.825
H -2.552 2.090 0.271
N 2.866 -0.703 -0.099
C 2.994 -0.793 1.247
C 4.327 -1.012 1.527
C 5.025 -1.042 0.299
C 4.079 -0.876 -0.693
H 2.017 -0.546 -0.629
H 2.165 -0.701 1.928
H 4.805 -1.170 2.482
H 6.059 -1.271 0.102
H 4.125 -0.898 -1.769
N -4.220 -2.289 -1.827
C -4.296 -2.309 -0.459
C -3.068 -1.837 -0.011
C -2.350 -1.415 -1.120
C -3.049 -1.710 -2.259
H -4.904 -2.686 -2.443
H -5.186 -2.689 0.013
H -2.653 -1.685 0.975
H -1.417 -0.878 -1.030
H -2.847 -1.567 -3.305
*
```

The value obtained for the HOMO-LUMO gap is 0.287 Eh. For the HOMO energy, the calculation gives -4.81 eV.

Here are the Mulliken charges for atoms 1 to 8, given in e: -0.78, 0.27, -0.53, -0.46, -0.59, -0.42, 0.00, 0.38

=====

Formula: C12H15ClSi
Source: OMol25
Level of theory: ωB97M-V with the def2-TZVPD basis set

ORCA input file:
```
! wB97M-V def2-TZVPD RIJCOSX def2/J DEFGRID3
* xyz 0 1
C 4.369 0.605 0.066
C 3.415 1.550 -0.180
C 4.039 -0.752 0.029
C 2.090 1.088 -0.257
C 2.773 -1.226 -0.088
C 1.693 -0.275 -0.180
C -1.495 0.439 1.364
C -0.988 1.357 2.134
C -2.904 0.027 1.086
C -3.203 0.126 -0.371
C -2.666 -0.891 -1.396
C -1.208 -0.752 -1.644
Si -0.075 -0.886 -0.127
Cl -0.034 -2.689 0.883
H 5.478 0.730 -0.045
H 3.647 2.627 -0.211
H 4.890 -1.410 0.254
H 1.438 1.734 -0.644
H 2.598 -2.311 -0.084
H 0.070 1.450 2.231
H -1.586 2.068 2.773
H -3.127 -0.843 1.726
H -3.578 0.786 1.471
H -4.290 0.082 -0.532
H -3.044 1.209 -0.580
H -2.842 -1.972 -0.902
H -3.333 -0.998 -2.209
H -1.027 -1.154 -2.608
H -1.102 0.281 -1.959
*
```

The value obtained for the HOMO-LUMO gap is 0.330 Eh. For the HOMO energy, the calculation gives -8.38 eV.

Here are the Mulliken charges for atoms 1 to 8, given in e: -0.39, -0.62, -0.38, -0.27, -0.43, 0.38, 0.12, -0.73

=====

Formula: C12H15FN2O2
Source: OMol25
Level of theory: ωB97M-V with the def2-TZVPD basis set

ORCA input file:
```
! wB97M-V def2-TZVPD RIJCOSX def2/J DEFGRID3
* xyz 0 1
O -2.131 -0.002 -1.838
C -1.443 0.021 -0.915
C -1.544 -1.333 0.241
N -0.179 -1.346 0.971
C 0.800 -2.000 0.161
C 1.869 -2.448 0.817
O 1.579 -3.641 1.735
C -0.016 -3.631 2.230
C -0.520 -2.136 2.142
N -0.701 0.967 -0.504
C -0.284 2.146 -0.952
C -0.661 2.620 -2.128
C -0.485 3.829 -2.464
C 0.412 4.619 -1.672
C 1.039 4.076 -0.829
C 0.656 2.810 -0.331
F 1.222 2.463 0.872
H -2.396 -1.163 0.684
H -1.652 -2.269 -0.563
H 0.417 -2.878 -0.423
H 1.167 -1.171 -0.560
H 2.171 -1.663 1.664
H 2.651 -2.882 0.246
H 0.030 -3.955 3.036
H -0.281 -4.069 1.470
H -1.575 -2.145 2.610
H 0.188 -1.667 2.623
H -0.065 0.571 0.409
H -1.709 1.991 -2.642
H -0.770 4.247 -3.478
H 0.667 5.431 -2.360
H 1.544 4.608 -0.252
*
```

The value obtained for the HOMO-LUMO gap is 0.349 Eh. For the HOMO energy, the calculation gives -8.79 eV. As for the SMILES: O=C(CN1CCOCC1)Nc1ccccc1F.

Here are the Mulliken charges for atoms 1 to 8, given in e: -0.60, 0.60, -0.95, -0.29, -0.19, -0.57, -0.49, -1.10